# C6H16NO

2 unconnected molecules or ions with the total composition C6H16NO (wB97M-V/def2-TZVPD, the OMol25 dataset).

Element x y z (Å)
H 1.352043 0.500259 0.599557
O 0.805068 2.863288 1.841392
C 1.278487 1.405059 -0.001316
H -2.043384 -0.467459 -1.227823
H 0.306638 1.757318 -1.834772
C -0.263094 -2.190853 1.242562
H -2.012537 -0.150706 0.522909
N 0.822971 1.001424 -1.382841
C -1.905800 -0.923222 -0.246619
H -1.000874 -2.938869 1.543032
H 1.023719 -2.568321 -1.116060
H 0.246609 0.153723 -1.351172
C 0.308266 2.407919 0.616455
C -0.623684 -1.689810 -0.129654
H -2.744526 -1.586783 -0.075715
H 1.632132 0.770895 -1.956946
H 2.259380 1.874707 -0.085740
H -0.360957 -1.383144 1.966735
C 0.119370 -1.979064 -1.182832
H 0.219539 3.283961 -0.022978
H -0.698308 1.978125 0.700835
H 0.742567 -2.608001 1.258148
H 0.718421 2.177189 2.506828
H -0.182047 -1.687635 -2.183985

Atoms 1-2, force components in eV/Å:
H 0.04 -0.06 -0.10
O 0.09 0.03 -0.15

Computed properties:
* LUMO level: -3.37 eV
* HOMO level: -13.6 eV
* orbital gap: 10.230 eV
* energy relative to the best compared isomer or geometry (same formula, charge and spin): 140.3 kJ/mol
* total charge: +1


# C6H16NO

2 unconnected molecules or ions with the total composition C6H16NO (wB97M-V/def2-TZVPD, the OMol25 dataset).

Element x y z (Å)
H 0.797728 -0.302629 -2.396288
O -0.843104 3.178981 1.408081
H 1.368229 0.975073 0.033290
H -1.102618 -1.869736 -0.623742
H -0.936912 3.675579 0.585460
C -1.894039 -1.005808 -2.446597
C -0.778074 -1.293317 -1.500326
H 1.233223 -2.064040 0.085739
H -0.228551 3.708469 1.935981
H -1.542111 -0.498523 -3.339006
C 1.678411 0.024795 0.476138
N -0.505449 0.319872 1.609230
C 0.478228 -0.862452 -1.522076
H 0.826657 -1.161338 2.080486
C 0.930547 -0.109437 1.809429
H 1.439395 0.435840 2.597131
H -1.047591 0.202429 2.466667
C 1.517664 -1.163237 -0.460581
H -0.902560 -0.224125 0.849818
H 2.422206 -1.429881 -1.004026
H 2.702200 0.298156 0.756368
H -2.438014 -1.880824 -2.747916
H -0.593862 1.319868 1.360968
H -2.581603 -0.273714 -2.014228

Atoms 1-2, force components in eV/Å:
H 0.15 0.15 0.08
O 0.35 -0.05 -0.04

Computed properties:
* LUMO level: -3.06 eV
* HOMO level: -12.9 eV
* orbital gap: 9.865 eV
* energy relative to the best compared isomer or geometry (same formula, charge and spin): 75.3 kJ/mol
* total charge: +1


# C6H16NO

A gas-phase ion, C6H16NO (charge +1) (wB97M-V/def2-TZVPD, the OMol25 dataset).

Element x y z (Å)
C -1.097355 0.149595 0.102009
H -2.231513 -0.801521 1.608979
H 3.183273 1.251596 -0.043503
C 1.374793 -0.092729 -0.202267
H 2.182616 1.393456 1.292473
H -2.278880 -1.534659 -1.144109
H -2.390873 1.029262 -1.290564
C 2.104078 1.183008 0.161641
C -1.468476 1.224439 -0.874829
H -2.857178 0.885934 1.130067
C 2.243709 -1.319952 0.152345
H -1.322149 0.755556 2.102679
H -1.542436 2.060500 -0.226200
H 1.627822 -2.167218 0.192727
H 1.561344 2.118070 -0.186344
C -1.968893 0.222013 1.379801
H -1.057992 -2.055848 -0.105247
H 1.002454 -0.019040 -1.199515
H 3.001145 -1.645641 -0.544398
O 0.167835 -0.136159 0.560446
N -1.360156 -1.370112 -0.755383
H -0.897981 -1.318520 -1.653890
H 2.652687 -1.090121 1.048546
H -0.627877 1.278086 -1.505472

Atoms 1-2, force components in eV/Å:
C 0.22 -1.63 1.24
H -0.28 0.10 0.89

Computed properties:
* LUMO level: -3.25 eV
* HOMO level: -14.8 eV
* SMILES: CC(C)OC(C)(C)[NH3+]
* orbital gap: 11.568 eV
* energy relative to the best compared isomer or geometry (same formula, charge and spin): 206.0 kJ/mol
* total charge: +1


# C6H16NO

2 unconnected molecules or ions with the total composition C6H16NO (wB97M-V/def2-TZVPD, the OMol25 dataset).

Element x y z (Å)
C -2.557053 -1.233910 2.117304
C -1.131225 -0.868399 1.799305
H 0.286352 1.252839 1.517068
C -0.926517 -0.188493 0.472527
H 0.745012 1.155268 -2.073814
H 2.220423 1.644345 -4.484192
H -0.264712 -1.790547 3.505773
H -2.648742 -1.822993 3.029138
H -0.256285 1.866062 0.221216
C -0.140169 -1.289365 2.558877
H -3.220366 -0.369151 2.053406
H 1.970148 -0.361238 0.230897
H -1.815740 0.299961 0.097300
H -2.870216 -2.003305 1.400606
H 0.739919 1.497432 -4.927279
H -0.688298 -0.962521 -0.270446
N 1.307932 0.419642 -1.638351
C 0.187138 0.901787 0.493594
H 0.850963 -0.464103 -1.883978
H 2.284102 1.243379 0.050374
O 1.372731 1.257525 -4.243997
H 2.175580 0.390286 -2.175703
C 1.475034 0.526145 -0.160465
H 0.903998 -1.100642 2.310838

Atoms 1-2, force components in eV/Å:
C 0.21 -0.76 -0.39
C -0.95 -0.63 0.08

Computed properties:
* LUMO level: -3.34 eV
* HOMO level: -12.4 eV
* orbital gap: 9.051 eV
* energy relative to the best compared isomer or geometry (same formula, charge and spin): 129.8 kJ/mol
* total charge: +1


# C6H16NO

2 unconnected molecules or ions with the total composition C6H16NO (wB97M-V/def2-TZVPD, the OMol25 dataset).

Element x y z (Å)
H 2.072371 1.203820 1.067971
H 0.338012 1.683627 -1.190977
H -1.476033 -1.579461 -1.535543
H -2.643714 -0.759264 2.204568
H 1.985211 1.952115 -0.979505
C -1.797405 0.119309 0.478924
C 1.096090 1.051768 0.617744
H 0.607834 -0.424889 2.014801
C -0.616874 -1.531671 -0.880455
C -2.199243 0.203721 1.945843
H -1.350935 0.260003 2.648611
H -2.630844 -0.338217 -0.028498
H 2.997531 -0.990211 -2.657214
H -1.706103 1.110376 0.019236
H 1.395924 -1.202271 -2.864401
H 1.517169 -1.001252 0.570876
C 0.686008 -0.393052 0.925631
H -0.009977 -2.425291 -1.019007
O 2.096861 -0.778215 -2.364218
C -0.560334 -0.709284 0.162968
H -2.885621 0.993837 2.210479
N 1.220744 1.294365 -0.870367
H 1.455719 0.454257 -1.457389
H 0.407608 1.805880 0.979922

Atoms 1-2, force components in eV/Å:
H 0.07 0.27 -0.08
H 0.13 0.15 -0.34

Computed properties:
* LUMO level: -3.15 eV
* HOMO level: -13.1 eV
* orbital gap: 9.977 eV
* energy relative to the best compared isomer or geometry (same formula, charge and spin): 102.3 kJ/mol
* total charge: +1